Entry 1:
{
  "formula": "C20H25NO5S",
  "method": "ωB97M-V/def2-TZVPD",
  "species": ["C", "C", "C", "C", "O", "C", "C", "C", "C", "C", "O", "N", "C", "C", "C", "C", "C", "O", "C", "C", "C", "S", "O", "O", "C", "C", "C", "H", "H", "H", "H", "H", "H", "H", "H", "H", "H", "H", "H", "H", "H", "H", "H", "H", "H", "H", "H", "H", "H", "H", "H", "H"],
  "xyz": [[-7.46385, -1.36374, 1.40416], [-6.19345, -1.98855, 0.83918], [-5.40715, -1.03931, -0.06349], [-4.83309, 0.16090, 0.69422], [-3.99346, 0.95727, -0.11799], [-2.73865, 0.53473, -0.41929], [-2.04051, 1.33210, -1.33024], [-0.75253, 1.01668, -1.69964], [-0.11334, -0.08928, -1.14881], [1.25556, -0.45995, -1.60916], [1.46684, -0.80071, -2.75893], [2.25136, -0.43472, -0.67570], [2.09407, 0.15023, 0.64884], [2.16957, 1.64612, 0.65597], [3.05429, 2.47930, 1.27870], [2.64306, 3.79776, 0.96357], [1.54342, 3.66496, 0.17461], [1.24793, 2.36873, -0.01540], [3.56831, -0.89238, -1.08446], [4.59033, 0.27523, -1.15211], [5.95781, -0.20572, -0.72473], [5.51534, -1.25600, 0.68716], [5.05792, -0.43618, 1.77842], [6.51892, -2.24018, 0.97826], [4.09066, -1.99733, -0.16676], [-0.81102, -0.89334, -0.25851], [-2.11184, -0.59184, 0.10578], [-7.23100, -0.54174, 2.07586], [-8.09128, -0.98613, 0.60016], [-8.03131, -2.10566, 1.96106], [-5.55494, -2.31953, 1.66199], [-6.46260, -2.87166, 0.25583], [-6.05109, -0.67082, -0.86425], [-4.58411, -1.58550, -0.53021], [-5.63530, 0.83941, 0.99374], [-4.30418, -0.16804, 1.59780], [-2.54212, 2.19489, -1.73888], [-0.22696, 1.62935, -2.41528], [2.89640, -0.21309, 1.29438], [1.13061, -0.15916, 1.06208], [3.88506, 2.17802, 1.88435], [3.10354, 4.71017, 1.28156], [0.90566, 4.38533, -0.29738], [3.41475, -1.29425, -2.09332], [4.27264, 1.05762, -0.46268], [4.60045, 0.69345, -2.15878], [6.61959, 0.59414, -0.41300], [6.44462, -0.84677, -1.45329], [4.48683, -2.84441, -0.71741], [3.35498, -2.34043, 0.55258], [-0.34682, -1.78411, 0.14266], [-2.61989, -1.24583, 0.79681]],
  "atomic_forces_ev_per_a": [[0.2, -0.2, 0.0], [-0.1, 0.2, -0.1], [0.2, 0.1, 0.2], [-0.3, -0.3, 0.0], [0.2, 0.2, -0.2], [0.2, 0.0, -0.1], [-0.1, 0.0, 0.1], [-0.1, -0.2, 0.1], [-0.3, -0.2, 0.0], [0.0, -0.1, 0.0], [-0.1, 0.1, -0.3], [0.1, -0.2, 0.0], [-0.4, 0.4, 0.0], [0.8, -0.1, 0.7], [-0.5, -0.5, -0.2], [-0.5, 0.1, -0.3], [0.5, 0.7, 0.3], [-0.2, -0.4, -0.1], [-0.2, 0.0, -0.5], [-0.3, 0.3, -0.2], [-0.4, -0.4, 0.5], [0.3, -0.5, -0.3], [-0.3, 0.4, 0.0], [0.1, -0.1, -0.2], [0.7, 0.4, 0.2], [0.2, 0.2, -0.3], [-0.4, 0.0, 0.2], [-0.1, 0.1, 0.1], [-0.1, 0.1, -0.1], [-0.1, 0.0, 0.1], [0.0, -0.1, 0.0], [0.1, 0.0, 0.1], [0.0, 0.0, -0.1], [0.0, 0.0, 0.0], [0.1, -0.1, 0.1], [0.0, 0.1, 0.0], [-0.1, 0.1, -0.1], [0.0, 0.1, -0.1], [-0.2, 0.1, 0.0], [0.2, 0.0, 0.1], [0.2, -0.1, 0.1], [0.0, 0.2, 0.0], [-0.2, 0.0, -0.1], [0.1, 0.1, 0.3], [0.1, 0.0, -0.2], [0.0, 0.0, 0.1], [0.1, 0.0, 0.2], [0.1, -0.1, -0.1], [0.0, -0.1, 0.0], [0.0, 0.0, 0.2], [0.1, -0.1, 0.1], [-0.1, 0.0, 0.0]],
  "lowdin_charge": [-0.11, -0.26, -0.19, -0.20, -0.04, -0.26, 0.02, -0.02, -0.17, -0.40, 0.08, 0.00, -0.05, -0.25, -0.03, -0.05, -0.11, 0.04, -0.28, -0.15, -0.20, 0.68, -0.32, -0.32, -0.14, -0.03, -0.01, 0.07, 0.08, 0.07, 0.11, 0.11, 0.12, 0.11, 0.13, 0.13, 0.12, 0.13, 0.11, 0.13, 0.11, 0.10, 0.12, 0.14, 0.10, 0.13, 0.11, 0.11, 0.11, 0.12, 0.12, 0.11],
  "charge": 0,
  "e_homo_ev": -8.56,
  "lumo_energy_ev": 0.6
}



Entry 2:
{
  "formula": "C3H5ClF2N2",
  "method": "ωB97M-V/def2-TZVPD",
  "species": ["H", "N", "C", "N", "C", "C", "F", "F", "Cl", "H", "H", "H", "H"],
  "xyz": [[0.59023, 2.83322, -0.09965], [-0.05923, 2.04158, -0.04159], [0.49774, 0.90173, 0.03176], [1.82244, 0.58895, 0.12358], [2.44884, -0.67200, -0.09932], [-0.41252, -0.30545, 0.01246], [-0.18216, -1.06730, 1.13992], [-0.09584, -1.11226, -1.04205], [-2.11434, 0.02439, -0.04157], [2.44892, 1.42796, 0.07976], [1.97087, -1.47097, 0.49439], [3.49830, -0.58099, 0.26997], [2.39059, -0.96721, -1.16193]],
  "atomic_forces_ev_per_a": [[0.0, -0.4, 0.1], [0.2, 0.1, -0.1], [0.1, 0.5, -0.3], [0.6, 2.5, 0.2], [0.7, -1.2, 0.2], [-0.3, -1.3, 0.5], [0.0, 0.4, -0.5], [-0.1, 0.3, 0.2], [-0.2, 0.2, -0.1], [-1.0, -1.3, 0.1], [0.3, 0.4, -0.3], [-0.8, -0.2, -0.6], [0.4, 0.0, 0.4]],
  "lowdin_charge": [0.06, 0.12, -0.45, -0.02, -0.11, -0.87, 0.01, 0.03, 0.78, 0.16, 0.08, 0.10, 0.09],
  "charge": 0,
  "e_homo_ev": -9.48,
  "lumo_energy_ev": 0.7
}



Entry 3:
{
  "formula": "C23H31AuN2O3Si",
  "method": "ωB97M-V/def2-TZVPD",
  "species": ["Au", "O", "C", "C", "C", "C", "C", "C", "C", "O", "N", "N", "C", "C", "C", "C", "C", "C", "C", "O", "H", "H", "H", "H", "H", "H", "H", "H", "H", "H", "C", "Si", "C", "C", "C", "C", "C", "C", "C", "C", "H", "H", "H", "H", "H", "H", "H", "H", "H", "H", "H", "H", "H", "H", "H", "H", "H", "H", "H", "H", "H"],
  "xyz": [[-0.00301, 0.25243, 0.05127], [-3.19106, -1.40716, -2.60626], [-3.64819, -2.32371, -1.72721], [-4.77220, -3.05344, -2.11595], [-5.29653, -4.02396, -1.29027], [-4.70721, -4.29594, -0.05702], [-3.60159, -3.57424, 0.33473], [-3.05677, -2.57195, -0.47743], [-1.89841, -1.80085, 0.02062], [-1.37916, -0.91490, -0.83274], [-1.45287, -2.03853, 1.21608], [-0.37230, -1.23946, 1.52193], [0.26905, -1.37907, 2.61171], [1.41566, -0.55949, 2.96627], [2.10446, -0.96201, 4.12364], [3.24132, -0.32931, 4.56497], [3.72849, 0.75084, 3.83008], [3.07447, 1.17983, 2.69831], [1.89714, 0.56353, 2.24016], [1.34061, 1.16710, 1.18662], [-2.39319, -1.00623, -2.21368], [-5.20568, -2.83699, -3.08305], [-6.17092, -4.57752, -1.60821], [-5.11143, -5.06545, 0.58604], [-3.12962, -3.76235, 1.28831], [-0.03884, -2.16323, 3.30310], [1.71428, -1.81004, 4.67457], [3.74861, -0.66634, 5.45791], [4.63065, 1.25891, 4.14670], [3.43909, 2.02517, 2.12982], [-1.78441, 2.03035, -2.30178], [-0.01834, 1.91042, -1.68384], [0.44909, 3.61071, -0.95780], [1.95147, 3.74936, -0.68802], [-0.32024, 3.81704, 0.35616], [0.01905, 4.71532, -1.93630], [1.09318, 1.19743, -3.05949], [1.26815, 2.21813, -4.19186], [0.41112, -0.05563, -3.62714], [2.47428, 0.79496, -2.52839], [-1.82454, 2.72431, -3.14508], [-2.45282, 2.40682, -1.52546], [-2.18063, 1.07403, -2.63800], [2.31624, 2.96197, -0.03002], [2.14667, 4.71394, -0.20622], [2.52818, 3.72934, -1.61513], [0.00859, 3.12234, 1.12794], [-1.39913, 3.70326, 0.22154], [-0.14285, 4.83376, 0.72281], [0.51489, 4.63338, -2.90468], [0.28266, 5.68983, -1.51225], [-1.05911, 4.71416, -2.10566], [0.30972, 2.53977, -4.60680], [1.84365, 1.76668, -5.00711], [1.81239, 3.10405, -3.85999], [-0.54212, 0.17763, -4.10599], [0.22744, -0.80789, -2.85633], [1.05717, -0.50979, -4.38528], [3.03800, 1.64752, -2.14998], [3.05881, 0.33964, -3.33471], [2.39862, 0.06306, -1.72038]],
  "atomic_forces_ev_per_a": [[-0.2, -0.1, 0.3], [0.0, 0.0, 0.0], [0.0, 0.0, 0.0], [0.0, 0.0, 0.0], [0.0, 0.0, 0.0], [0.0, 0.0, 0.0], [0.0, 0.0, 0.0], [0.0, 0.0, 0.0], [0.1, -0.1, -0.1], [-0.2, 0.2, 0.1], [0.0, 0.0, 0.0], [0.1, 0.1, -0.3], [0.0, 0.0, 0.1], [0.0, 0.0, -0.1], [0.0, 0.0, 0.0], [0.0, 0.0, 0.0], [0.0, 0.0, 0.0], [0.0, 0.0, 0.1], [-0.1, 0.0, 0.1], [0.1, 0.0, -0.3], [0.0, 0.0, 0.0], [0.0, 0.0, 0.0], [0.0, 0.0, 0.0], [0.0, 0.0, 0.0], [0.0, 0.0, 0.0], [0.0, 0.0, 0.0], [0.0, 0.0, 0.0], [0.0, 0.0, 0.0], [0.0, 0.0, 0.0], [0.0, 0.0, 0.0], [0.0, -0.1, 0.1], [0.2, 0.0, 0.0], [0.0, 0.0, 0.0], [0.0, 0.0, 0.0], [0.0, 0.0, 0.0], [0.0, 0.0, 0.0], [0.0, 0.0, 0.0], [0.0, 0.0, 0.0], [0.0, 0.0, 0.0], [0.0, 0.0, 0.0], [0.0, 0.0, 0.0], [0.0, 0.0, 0.0], [0.0, 0.0, 0.0], [0.0, 0.0, 0.0], [0.0, 0.0, 0.0], [0.0, 0.0, 0.0], [0.0, 0.0, 0.0], [0.0, 0.0, 0.0], [0.0, 0.0, 0.0], [0.0, 0.0, 0.0], [0.0, 0.0, 0.0], [0.0, 0.0, 0.0], [0.0, 0.0, 0.0], [0.0, 0.0, 0.0], [0.0, 0.0, 0.0], [0.0, 0.0, 0.0], [0.0, 0.0, 0.0], [0.0, 0.0, 0.0], [0.0, 0.0, 0.0], [0.0, 0.0, 0.0], [0.0, 0.0, 0.0]],
  "lowdin_charge": [1.18, 0.06, -0.25, -0.01, -0.08, -0.09, -0.03, -0.08, -0.38, -0.25, 0.08, -0.13, -0.06, -0.14, -0.06, -0.10, -0.08, -0.02, -0.31, -0.28, 0.05, 0.12, 0.10, 0.10, 0.11, 0.13, 0.11, 0.10, 0.11, 0.11, -0.17, 0.65, -0.64, -0.09, -0.11, -0.10, -0.66, -0.09, -0.11, -0.10, 0.04, 0.04, 0.01, 0.06, 0.09, 0.07, 0.05, 0.07, 0.09, 0.07, 0.09, 0.07, 0.08, 0.09, 0.07, 0.08, 0.06, 0.09, 0.06, 0.09, 0.06],
  "charge": 0,
  "e_homo_ev": -8.16,
  "lumo_energy_ev": -0.3
}



What energy above the lowest of the compared OMol25 structures with the same formula, charge and spin values result from the calculations? In sequence: 44.74, 0.00, 0.00 kcal per mole.
What gap between HOMO and LUMO values result from the calculations? In sequence: 9.19, 10.19, 7.82 eV.